[1]
{"formula": "C2H4N2S2", "method": "ωB97M-V with the def2-TZVPD basis set", "multiplicity": 1, "e_above_lowest_ev": 2.390, "largest_force_ev_per_a": 3.46, "charge": 0, "total_energy_ev": -26787.624, "orbital_gap_ha": 0.3159, "smiles": "[H]/N=C/NSC=S", "species": ["C", "C", "H", "H", "H", "H", "N", "N", "S", "S"], "coordinates": [[-0.414876, -0.566682, 0.979224], [0.186393, 1.110796, -1.566905], [-1.072539, -2.472472, 1.316043], [-1.352446, -0.032424, 0.878992], [1.658635, 0.028382, 0.497515], [-0.030467, 2.092121, -2.197977], [-0.224427, -1.747393, 1.387897], [0.735277, 0.291938, 0.823020], [0.327636, 1.719758, -0.026894], [0.186814, -0.424023, -2.090915]], "atomic_forces_ev_per_a": [[1.90, -1.03, 0.90], [-1.05, 1.82, -2.42], [2.05, 2.74, 0.55], [-0.18, 0.08, -0.44], [-0.40, -1.11, 0.37], [0.40, -2.15, 0.55], [-1.89, -2.03, -1.01], [-1.74, 1.58, 0.06], [0.75, -0.44, 1.67], [0.16, 0.54, -0.23]], "mulliken_charge": [0.022, -0.033, 0.256, 0.401, 0.357, 0.214, -0.602, -0.396, 0.025, -0.243]}


[2]
{"formula": "C2H4N2S4", "method": "ωB97M-V with the def2-TZVPD basis set", "multiplicity": 1, "e_above_lowest_ev": 4.814, "largest_force_ev_per_a": 3.87, "charge": 0, "total_energy_ev": -48454.381, "orbital_gap_ha": [0.2703, 0.2349], "species": ["C", "C", "N", "N", "S", "S", "S", "S", "H", "H", "H", "H"], "coordinates": [[-1.365210, 0.720585, 0.737633], [-0.848305, 0.190131, -0.507398], [0.406760, -0.839515, -0.315208], [1.404680, -0.450994, 0.453224], [-2.617584, 1.242172, 1.516532], [1.247309, -0.354971, 2.078658], [-2.096408, -0.697634, -1.474912], [2.502032, 0.894574, -0.326857], [-0.444477, 0.966437, -1.162541], [0.587362, -1.070889, -1.328679], [-1.926381, -1.628911, -0.473978], [3.150221, 1.029015, 0.803526]], "atomic_forces_ev_per_a": [[-0.06, -0.12, 0.45], [1.30, 0.11, 0.06], [-3.34, -0.09, -1.95], [2.18, 1.75, -0.56], [0.84, -0.19, -0.60], [-0.61, -0.15, -0.07], [0.64, -0.97, 1.18], [-1.19, -1.10, -0.16], [-0.15, 0.39, 0.38], [0.64, 0.19, 1.64], [-0.74, -0.01, -0.96], [0.49, 0.20, 0.60]], "mulliken_charge": [-0.161, 0.256, -0.368, -0.098, -0.212, -0.110, -0.165, -0.106, 0.334, 0.290, 0.183, 0.157]}


[3]
{"formula": "C2H4N2S4", "method": "ωB97M-V with the def2-TZVPD basis set", "multiplicity": 1, "e_above_lowest_ev": 2.847, "largest_force_ev_per_a": 4.05, "charge": 0, "total_energy_ev": -48456.348, "orbital_gap_ha": 0.2918, "smiles": "S=C1SN(S)N[C@H]1S", "species": ["C", "C", "N", "N", "S", "S", "S", "S", "H", "H", "H", "H"], "coordinates": [[0.342435, -0.469043, -1.336526], [-0.462239, 0.666006, -0.698797], [-0.088749, 0.490808, 1.021292], [0.016521, -0.822026, 1.269152], [0.857924, -0.556243, -2.915786], [0.902838, -1.612182, -0.153740], [-0.032588, 2.357534, -1.114883], [-1.336466, -1.737840, 1.990215], [-1.489730, 0.490326, -0.741737], [0.880155, 0.870559, 1.021799], [1.063489, 1.973028, -1.536202], [-0.653589, -1.650926, 3.195212]], "atomic_forces_ev_per_a": [[0.72, 0.39, -0.72], [2.39, -0.07, 3.27], [-0.64, 1.52, -3.44], [0.87, -2.73, -0.69], [-0.67, 0.06, 1.43], [-1.40, 0.71, 0.99], [-3.15, 0.29, 1.00], [1.94, 1.21, 0.30], [-1.67, -0.24, -0.14], [-0.76, -0.09, 0.15], [3.36, -0.69, -1.41], [-0.98, -0.38, -0.73]], "mulliken_charge": [0.029, -0.151, -0.396, -0.074, -0.155, 0.020, -0.065, -0.087, 0.287, 0.303, 0.127, 0.164]}